Entry 1:
Computed, not measured: the molecule C4H11NO, with the ωB97M-V functional and the def2-TZVPD basis.

Each line ends with the Löwdin charge.
Element x y z (Å)
C: -0.2327 0.3882 0.5174  -0.178
C: 0.8850 -0.1244 -0.3860  -0.456
C: 2.2658 0.3557 0.0464  -0.053
O: 0.6559 0.2443 -1.7489  -0.055
C: -1.6605 0.0456 0.1201  -0.277
N: -2.0916 -1.2455 0.7051  -0.011
H: -0.0630 0.0565 1.5457  0.119
H: -0.1256 1.4780 0.5466  0.116
H: 0.9184 -1.2144 -0.3742  0.138
H: 2.4319 1.3970 -0.2042  0.078
H: 2.9802 -0.2298 -0.5190  0.076
H: 2.4339 0.1925 1.1038  0.077
H: 0.3735 1.1785 -1.7303  0.099
H: -2.3269 0.8044 0.5429  0.110
H: -1.7428 0.0530 -0.9616  0.099
H: -1.6176 -2.0163 0.2420  0.062
H: -3.0840 -1.3633 0.5544  0.056

Atoms 1-3, force components in eV/Å:
C 0.23 0.30 0.19
C -0.03 0.06 0.10
C -0.23 -0.39 -0.28

Results
Structure (SMILES) = C[C@H](O)CCN
LUMO energy = 1.0239 eV
HOMO-LUMO gap = 0.3810 Eh
E_HOMO = -9.343 eV

Entry 2:
Computed, not measured: a 2-piece molecular cluster, C4H11NO overall at a distorted geometry, with the ωB97M-V functional and the def2-TZVPD basis.

Each line ends with the Löwdin charge.
Element x y z (Å)
C: -2.9147 -0.2143 -0.6456  -0.145
C: -2.2515 -1.4250 -1.3309  -0.170
H: -2.2246 0.2231 0.0787  0.050
H: -3.0020 0.6392 -1.3299  0.071
H: -3.8332 -0.6049 -0.3917  0.030
H: -2.7068 -1.7493 -2.2322  0.041
H: -1.2660 -1.1539 -1.6242  0.035
H: -2.1474 -2.3254 -0.6357  0.087
C: 0.7579 -0.4361 1.4358  -0.039
C: 1.3728 0.5851 0.4812  -0.514
O: 0.6646 1.4671 0.0040  0.026
N: 2.8203 0.5367 0.2198  0.104
H: -0.3009 -0.1937 1.7760  0.096
H: 1.3353 -0.4495 2.4404  0.102
H: 3.2291 0.9840 -0.5595  0.060
H: 3.1395 -0.4634 0.1642  0.099
H: 0.9310 -1.4579 1.1003  0.066

Atoms 1-3, force components in eV/Å:
C 2.49 0.25 -1.85
C 0.80 -0.43 1.60
H -0.58 -0.55 0.73

Results
Structure (SMILES) = CC(N)=O.CC
LUMO energy = 0.8073 eV
HOMO-LUMO gap = 0.3956 Eh
E_HOMO = -9.958 eV

Entry 3:
Computed, not measured: the molecule C4H11NO at a distorted geometry, with the ωB97M-V functional and the def2-TZVPD basis.

Each line ends with the Löwdin charge.
Element x y z (Å)
C: -0.7832 -1.4555 -0.6123  -0.062
C: 0.4377 -0.5656 -0.2903  -0.394
C: 0.0614 0.8412 0.1643  -0.386
C: 0.3053 1.1378 1.6357  -0.048
O: -1.3267 1.1732 -0.1449  -0.087
N: 1.2777 -0.4345 -1.5029  0.026
H: -1.4151 -1.0124 -1.3794  0.075
H: -1.3400 -1.4206 0.3372  0.076
H: -0.5443 -2.4895 -0.8431  0.071
H: 1.0381 -0.9974 0.5280  0.128
H: 0.4337 1.6452 -0.4841  0.139
H: 0.1685 0.2295 2.2491  0.083
H: -0.2321 2.0341 1.9066  0.081
H: 1.3732 1.0158 1.9034  0.092
H: -1.9057 1.1955 0.6280  0.083
H: 0.9382 0.3461 -2.0356  0.057
H: 1.5136 -1.2429 -2.0599  0.066

Atoms 1-3, force components in eV/Å:
C -0.14 0.87 1.78
C 0.53 -0.96 -1.74
C -1.75 1.46 -0.06

Results
Structure (SMILES) = C[C@H](O)[C@@H](C)N
LUMO energy = 0.9871 eV
HOMO-LUMO gap = 0.3599 Eh
E_HOMO = -8.807 eV

Entry 4:
Computed, not measured: the molecule C4H11NO at a distorted geometry, with the ωB97M-V functional and the def2-TZVPD basis.

Each line ends with the Löwdin charge.
Element x y z (Å)
C: 1.0322 -1.2222 -1.2738  -0.124
N: 0.4425 -1.2390 0.0612  -0.094
C: -1.8625 -0.3082 -0.3449  -0.046
C: -0.5055 -0.1733 0.4364  -0.363
C: 0.0075 1.2421 0.1744  -0.219
O: 1.0042 1.6003 1.1430  -0.070
H: 1.7925 -1.9887 -1.3506  0.076
H: 1.4040 -0.2419 -1.5424  0.062
H: 0.2698 -1.4047 -2.0539  0.070
H: -0.0054 -2.1184 0.2026  0.090
H: -2.3206 0.5870 -0.7526  0.065
H: -2.5793 -0.7428 0.3576  0.071
H: -1.7038 -1.0233 -1.1488  0.058
H: -0.5834 -0.3174 1.5123  0.134
H: 0.4983 1.2697 -0.7927  0.102
H: -0.8147 1.9366 0.3154  0.117
H: 0.9103 2.4522 1.5556  0.070

Atoms 1-3, force components in eV/Å:
C -1.45 0.10 -0.26
N 0.81 0.97 -0.04
C 0.25 -0.87 1.04

Results
Structure (SMILES) = CN[C@H](C)CO
LUMO energy = 1.0201 eV
HOMO-LUMO gap = 0.3504 Eh
E_HOMO = -8.514 eV

Entry 5:
Computed, not measured: the molecule C4H11NO at a distorted geometry, with the ωB97M-V functional and the def2-TZVPD basis.

Each line ends with the Löwdin charge.
Element x y z (Å)
C: 0.5027 0.0423 0.2828  -0.672
C: -0.3534 -0.1198 1.5305  -0.024
C: 1.5780 -1.0387 0.1700  -0.027
C: -1.6173 0.6102 -1.0906  -0.117
N: -0.2994 0.0192 -0.9792  -0.093
O: 1.0356 1.3408 0.2228  -0.064
H: 1.0217 1.3333 -0.8548  0.167
H: 0.2039 -0.1657 -1.8380  0.111
H: 0.3071 -0.1891 2.3917  0.086
H: 1.1222 -2.0268 0.1723  0.083
H: 2.1474 -0.9253 -0.7532  0.078
H: -0.9833 0.7556 1.6645  0.077
H: -0.9720 -1.0114 1.4530  0.091
H: 2.2693 -0.9431 1.0048  0.084
H: -1.5510 1.6391 -1.4616  0.075
H: -2.1773 0.6752 -0.1609  0.070
H: -2.2341 0.0043 -1.7543  0.074

Atoms 1-3, force components in eV/Å:
C -1.28 -0.30 -1.89
C 0.22 0.14 -0.31
C -0.18 0.24 0.15

Results
Structure (SMILES) = CNC(C)(C)O
LUMO energy = 0.9421 eV
HOMO-LUMO gap = 0.3476 Eh
E_HOMO = -8.516 eV

Entry 6:
Computed, not measured: a 2-piece molecular cluster, C4H11NO overall, with the ωB97M-V functional and the def2-TZVPD basis.

Each line ends with the Löwdin charge.
Element x y z (Å)
C: 2.0375 -0.6717 -0.9089  -0.154
C: 2.7357 -0.2503 0.3949  -0.173
H: 2.5655 -1.4829 -1.3956  0.059
H: 1.0152 -0.9455 -0.6927  0.040
H: 1.9895 0.1745 -1.5757  0.058
H: 3.8064 -0.4685 0.3395  0.057
H: 2.3258 -0.7082 1.2969  0.054
H: 2.6957 0.8238 0.5887  0.055
C: -2.2269 -0.6281 0.6104  -0.014
C: -1.8943 0.4752 -0.3547  -0.598
O: -1.3818 0.2958 -1.4387  0.039
N: -2.2257 1.7341 0.0735  0.144
H: -2.3715 -1.5344 0.0427  0.081
H: -3.1391 -0.4441 1.1723  0.075
H: -1.9926 2.5211 -0.5062  0.103
H: -2.5093 1.8969 1.0224  0.093
H: -1.4302 -0.7878 1.3312  0.082

Atoms 1-3, force components in eV/Å:
C 0.09 0.45 0.87
C 0.51 0.21 0.03
H -0.08 -0.19 -0.07

Results
Structure (SMILES) = CC(N)=O.CC
LUMO energy = 0.8159 eV
HOMO-LUMO gap = 0.3946 Eh
E_HOMO = -9.922 eV

Entry 7:
Computed, not measured: the molecule C4H11NO at a distorted geometry, with the ωB97M-V functional and the def2-TZVPD basis.

Each line ends with the Löwdin charge.
Element x y z (Å)
C: -0.2229 -1.6353 0.1131  -0.106
N: 0.6703 -0.4280 0.2701  -0.226
C: 1.4541 -0.3344 1.5247  -0.095
C: -0.2973 0.7013 0.0534  -0.267
C: -0.9009 0.9470 -1.2591  -0.352
O: -0.4954 2.1310 -1.8866  -0.111
H: 0.4039 -2.5691 0.1193  0.094
H: -1.1040 -1.5990 0.7964  0.087
H: -0.6944 -1.5970 -0.8952  0.054
H: 2.4260 -0.6064 1.2676  0.050
H: 1.1043 -1.0065 2.3863  0.102
H: 1.3768 0.5689 2.0584  0.055
H: 0.0664 1.7870 0.1917  0.146
H: -1.1709 0.6988 0.7730  0.119
H: -2.0361 1.2517 -1.0454  0.150
H: -0.8475 -0.0594 -1.9936  0.158
H: 0.2675 1.7492 -2.4744  0.144

Atoms 1-3, force components in eV/Å:
C 0.96 0.13 -0.51
N -2.41 0.76 -0.55
C -2.49 -2.14 0.68

Results
Structure (SMILES) = CN(C)CCO
LUMO energy = 1.0516 eV
HOMO-LUMO gap = 0.3610 Eh
E_HOMO = -8.772 eV

Entry 8:
Computed, not measured: a 2-piece molecular cluster, C4H11NO overall at a distorted geometry, with the ωB97M-V functional and the def2-TZVPD basis.

Each line ends with the Löwdin charge.
Element x y z (Å)
C: -2.4411 -0.2435 -0.2600  -0.108
C: -2.3248 0.6112 -1.5415  -0.329
N: -2.1577 2.0375 -1.1742  -0.042
H: -1.6326 -0.9720 -0.1330  0.057
H: -2.4551 0.4088 0.6028  0.059
H: -3.3419 -0.8562 -0.3294  0.060
H: -1.4466 0.2913 -2.0886  0.087
H: -3.2337 0.5193 -2.1282  0.097
H: -1.1790 2.1975 -0.9265  0.062
H: -2.2581 2.6092 -2.0105  0.055
O: 4.5641 0.2349 1.4309  0.031
C: 3.4091 -0.1210 1.4223  -0.319
C: 3.0180 -1.5647 1.4737  -0.055
H: 2.6503 0.6719 1.2967  0.112
H: 2.0335 -1.7653 1.0596  0.067
H: 3.0386 -2.0012 2.4636  0.080
H: 3.7572 -2.0574 0.8423  0.084

Atoms 1-3, force components in eV/Å:
C -0.05 -0.47 -0.66
C 0.48 0.41 1.06
N 0.31 0.17 -0.38

Results
Structure (SMILES) = CC=O.CCN
LUMO energy = 0.6697 eV
HOMO-LUMO gap = 0.3743 Eh
E_HOMO = -9.515 eV

Entry 9:
Computed, not measured: the molecule C4H11NO at a distorted geometry, with the ωB97M-V functional and the def2-TZVPD basis.

Each line ends with the Löwdin charge.
Element x y z (Å)
C: 1.8922 -0.8990 -0.0498  -0.076
C: 0.7190 0.0372 -0.3276  -0.494
C: -0.6385 -0.4324 0.2039  -0.165
C: -1.8333 0.3738 -0.3206  -0.285
H: 1.7940 -1.9543 -0.3208  0.071
H: 2.0788 -0.9107 1.0106  0.065
H: 2.8242 -0.5419 -0.5711  0.088
H: 0.5572 0.1411 -1.3964  0.129
H: 1.1287 1.4630 1.1265  0.091
H: 1.8416 1.7046 -0.3169  0.059
H: -0.7308 -1.5494 0.0159  0.137
H: -0.7351 -0.2942 1.2957  0.115
H: -1.8573 0.4321 -1.4053  0.114
H: -1.7669 1.4292 0.0906  0.130
H: -3.1968 -0.1487 0.8874  0.049
N: 0.9934 1.3864 0.1039  0.025
O: -3.0706 -0.2367 -0.0261  -0.054

Atoms 1-3, force components in eV/Å:
C 0.81 -0.10 -0.58
C -0.47 -0.31 -0.23
C -0.20 -0.92 0.51

Results
Structure (SMILES) = C[C@H](N)CCO
LUMO energy = 1.0385 eV
HOMO-LUMO gap = 0.3815 Eh
E_HOMO = -9.342 eV

Entry 10:
Computed, not measured: a 2-piece molecular cluster, C4H11NO overall at a distorted geometry, with the ωB97M-V functional and the def2-TZVPD basis.

Each line ends with the Löwdin charge.
Element x y z (Å)
C: 0.2360 -1.4343 2.1928  -0.034
C: -0.2737 -0.3348 1.3165  -0.012
C: 0.4155 -0.0354 0.2033  -0.050
N: 0.0532 1.0816 -0.5920  0.044
C: -0.0591 2.4034 0.0366  -0.033
H: -0.3812 -2.3284 2.1223  0.114
H: 1.3316 -1.5063 2.0579  0.111
H: -0.0111 -1.1485 3.2103  0.094
H: -0.9913 0.2360 1.8812  0.135
H: 1.2387 -0.6192 -0.1983  0.154
H: 0.5571 1.2101 -1.4689  0.151
H: -0.8059 2.3810 0.8239  0.089
H: 0.8527 2.9215 0.3830  0.126
H: -0.6647 2.9087 -0.7405  0.114
H: -0.5577 -1.1382 -1.9089  -0.007
H: 0.1967 -0.9222 -3.1142  0.039
O: -0.3311 -1.6268 -2.7100  -0.037

Atoms 1-3, force components in eV/Å:
C 0.03 0.92 0.02
C 0.85 -1.24 2.81
C -0.60 2.76 -3.35

Results
LUMO energy (alpha / beta) = -4.0692 / -7.8598 eV
HOMO-LUMO gap (alpha / beta) = 0.4047 / 0.2663 Eh
Charge = +1
Spin multiplicity = 2
E_HOMO (alpha / beta) = -15.081 / -15.105 eV

Entry 11:
Computed, not measured: a 2-piece molecular cluster, C4H11NO2 overall at a distorted geometry, with the ωB97M-V functional and the def2-TZVPD basis.

Each line ends with the Löwdin charge.
Element x y z (Å)
C: 3.4354 0.1390 -0.6004  -0.114
C: 1.9907 0.1162 -0.0728  -0.314
N: 1.0728 -0.3808 -1.0598  -0.128
C: -0.0551 -1.1378 -0.5822  -0.323
C: -1.0083 -0.2653 0.2233  -0.457
O: -1.8919 -0.6550 1.0793  -0.263
H: 4.0643 0.4687 0.2213  0.057
H: 3.4285 0.9165 -1.3782  0.058
H: 3.6479 -0.7558 -1.1806  0.059
H: 1.6623 1.1076 0.2399  0.097
H: 1.9236 -0.5881 0.7582  0.104
H: 1.1998 -0.4924 -2.0497  0.086
H: -0.6806 -1.5897 -1.3828  0.081
H: 0.1858 -1.9599 0.1264  0.091
H: -0.9895 0.8017 -0.1051  0.057
H: -3.7353 2.2284 0.3453  0.009
H: -3.3648 0.8551 0.7603  0.007
O: -3.4630 1.7536 1.1404  -0.108

Atoms 1-3, force components in eV/Å:
C -1.55 1.28 -0.67
C 0.17 -0.80 -1.01
N -1.14 -0.80 -0.52

Results
LUMO energy (alpha / beta) = 3.7846 / 3.7554 eV
HOMO-LUMO gap (alpha / beta) = 0.1234 / 0.2490 Eh
Charge = -1
Spin multiplicity = 2
E_HOMO (alpha / beta) = 0.426 / -3.019 eV

Entry 12:
Computed, not measured: a 2-piece molecular cluster, C4H11NO2 overall at a distorted geometry, with the ωB97M-V functional and the def2-TZVPD basis.

Each line ends with the Löwdin charge.
Element x y z (Å)
C: 0.0485 -1.1668 -0.7768  -0.250
N: 0.4461 0.2456 -0.7180  -0.291
C: 1.7693 0.4360 -0.1345  -0.175
C: -0.5509 1.1793 -0.2369  -0.211
C: -0.4179 2.4847 -0.9932  -0.267
O: -1.3376 3.2305 -1.2292  0.023
H: -0.8492 -1.2953 -1.3937  0.039
H: 0.9089 -1.6959 -1.1733  0.038
H: -0.2736 -1.5413 0.2065  0.029
H: 2.4832 0.7430 -0.8973  0.059
H: 2.1550 -0.4854 0.2983  0.047
H: 1.7325 1.2105 0.6250  0.064
H: -0.4679 1.3723 0.8459  0.116
H: -1.5474 0.8098 -0.4263  0.107
H: 0.6028 2.7098 -1.3662  0.115
H: -2.1068 -2.8708 1.8835  -0.064
H: -0.8290 -2.8123 2.7506  -0.070
O: -1.7660 -2.5537 2.7357  -0.308

Atoms 1-3, force components in eV/Å:
C -0.56 0.86 0.44
N -0.06 -0.11 -0.15
C -0.22 -0.08 -0.36

Results
LUMO energy (alpha / beta) = 3.5529 / 3.4290 eV
HOMO-LUMO gap (alpha / beta) = 0.0945 / 0.3196 Eh
Charge = -1
Spin multiplicity = 2
E_HOMO (alpha / beta) = 0.982 / -5.267 eV

Which relative energy (zero: lowest compared OMol25 entry of this formula, charge and spin) belongs to each record? In order, 17.80, 24.28, 39.01, 37.74, 35.32, 3.66, 75.30, 34.93, 23.38, 45.58, 45.93, 50.02 kcal per mole.
Which DFT total energy belongs to each record? In order, -7863.78162, -7863.50066, -7862.86205, -7862.91701, -7863.02193, -7864.39483, -7861.28840, -7863.03880, -7863.53989, -7854.36521, -9909.44679, -9909.26947 eV.